No. 1
The following is a DFT calculation (the ωB97M-V functional and the def2-TZVPD basis) of 2 unconnected molecules or ions with the total composition C4H10O2 at a distorted geometry.

Output
Orbital gap   10.02 eV
Multiplicity   1
SMILES   C=CO.CCO
LUMO   0.773 eV

Last column: Mulliken charge in e.
Cartesian coordinates (Å):
C  -1.55872  1.42077  0.05603  -0.229
O  -1.10543  0.48716  1.04524  -0.572
C  -1.98147  0.48686  -1.15957  -0.864
H  -2.38275  2.03834  0.24530  0.372
H  -0.65326  1.92977  -0.30511  0.198
H  -1.85429  -0.21327  1.16275  0.322
H  -1.38260  0.40034  -2.02368  0.293
H  -2.03482  -0.65824  -0.88469  0.199
H  -3.03398  0.77422  -1.31850  0.302
C  2.85029  -1.69655  0.82520  -0.623
C  2.18792  -0.87176  -0.04318  -0.159
O  1.86929  0.44860  0.31254  -0.490
H  3.20665  -2.71971  0.71689  0.270
H  3.22911  -1.25949  1.70777  0.245
H  1.67929  -1.11172  -0.86532  0.443
H  0.96476  0.54467  0.52833  0.293



No. 2
The following is a DFT calculation (the ωB97M-V functional and the def2-TZVPD basis) of 2 unconnected molecules or ions with the total composition C4H10O2S.

Output
Orbital gap   9.92 eV
Multiplicity   1
SMILES   O=CCCCS.O
LUMO   0.536 eV

Last column: Mulliken charge in e.
Cartesian coordinates (Å):
O  1.67812  -2.15791  1.10581  -0.467
C  1.88418  -1.06304  0.65633  -0.127
C  1.03912  0.14231  1.00543  -0.484
C  -0.37319  0.08415  0.40168  -0.460
C  -1.23350  1.19601  0.98149  -0.762
S  -2.82899  1.38580  0.16393  -0.226
H  2.71685  -0.88796  -0.04780  0.359
H  1.54956  1.03832  0.66740  0.346
H  0.95158  0.16351  2.10121  0.323
H  -0.27435  0.29981  -0.65757  0.154
H  -0.84847  -0.87639  0.58331  0.456
H  -0.75675  2.16969  0.91160  0.362
H  -1.39123  1.04900  2.05024  0.402
H  -3.12451  0.08038  0.17089  0.107
H  0.69918  -0.89025  -2.65748  0.340
H  -0.24539  -0.64294  -3.85349  0.323
O  0.55779  -1.09051  -3.58298  -0.645



No. 3
The following is a DFT calculation (the ωB97M-V functional and the def2-TZVPD basis) of 2 unconnected molecules or ions with the total composition C4H10O2S at a distorted geometry.

Output
Total charge   +1
<S²>   0.75
Orbital gap (alpha / beta)   9.79 / 4.39 eV
Multiplicity   2
LUMO (alpha / beta)   -3.864 / -9.253 eV

Last column: Mulliken charge in e.
Cartesian coordinates (Å):
O  -0.52746  2.66074  -2.39607  -0.453
C  -0.77238  1.72089  -1.63985  -0.281
C  -1.27380  1.81538  -0.23805  -0.282
C  -0.41356  0.76090  0.47061  -1.045
C  1.17575  0.78217  0.05630  -0.446
S  2.14943  -0.69737  0.52865  0.270
H  -0.72172  0.66176  -1.98798  0.434
H  -2.33715  1.82913  -0.07011  0.404
H  -1.08582  2.79303  0.29469  0.273
H  -0.66084  0.69713  1.45992  0.586
H  -0.77671  -0.27283  0.16635  0.397
H  1.63219  1.69785  0.44161  0.430
H  1.30081  1.12824  -1.05713  0.451
H  1.33385  -1.67097  0.61552  0.245
H  0.75296  -5.34780  1.01452  0.335
H  -0.30362  -4.18301  1.42753  0.334
O  0.52807  -4.37522  0.91350  -0.651



No. 4
The following is a DFT calculation (the ωB97M-V functional and the def2-TZVPD basis) of a molecular structure, C4H10O2S2 at a distorted geometry.

Output
Orbital gap   3.50 eV
Multiplicity   1
LUMO   -4.820 eV

Last column: Mulliken charge in e.
Cartesian coordinates (Å):
C  -1.05158  0.52586  -1.04920  -0.658
C  -1.26677  -0.82632  -1.52667  0.115
O  -0.72343  -1.25276  -2.55317  -0.560
C  -1.97620  1.01825  0.08663  -0.487
S  -1.42702  0.41569  1.67045  -0.064
S  3.17943  -1.08047  0.67379  -0.175
C  1.44537  -1.31537  0.40999  -0.112
H  -0.15150  1.10745  -1.19757  0.472
H  -1.95475  0.37725  -1.91876  0.182
H  -1.78831  -1.40373  -0.74681  0.388
H  -2.91064  0.52292  -0.24257  0.273
H  -2.21996  2.08211  0.10485  0.386
H  0.78811  -0.46598  0.23467  -0.420
H  0.99930  -1.77330  1.31732  0.342
H  1.25358  -1.95325  -0.45828  0.314
H  2.68114  0.84168  1.09204  0.237
H  2.64399  1.50789  2.51483  0.331
O  2.47925  1.67209  1.58847  -0.566



No. 5
The following is a DFT calculation (the ωB97M-V functional and the def2-TZVPD basis) of a molecular structure, C4H10O2Sm at a distorted geometry.

Output
Total charge   +2
<S²>   12.01
Orbital gap (alpha / beta)   8.49 / 8.69 eV
Multiplicity   7
LUMO (alpha / beta)   -9.021 / -8.864 eV

Last column: Mulliken charge in e.
Cartesian coordinates (Å):
H  1.02702  2.42146  0.24766  0.384
C  0.81946  0.32069  1.94132  -0.782
O  0.56232  -0.23800  0.65677  -0.285
C  -0.06349  0.64677  -0.27808  -0.074
C  -0.01258  2.06612  0.23229  -1.438
H  1.34746  -0.41015  2.56347  0.207
H  1.46058  1.20533  1.82530  0.391
H  -0.11435  0.58937  2.45378  0.334
H  -1.02184  0.31879  -0.70625  0.318
H  -0.47143  2.18037  1.22494  0.400
H  -0.58768  2.70459  -0.45044  0.363
H  0.43562  0.66580  -1.30955  0.302
C  -1.21968  -2.49361  -2.15195  -0.007
O  -0.78105  -2.63939  -1.01386  -0.485
Sm  1.53657  -2.56648  0.05441  1.793
H  -2.08465  -3.08427  -2.49135  0.298
H  -0.83227  -1.68738  -2.79848  0.282



No. 6
The following is a DFT calculation (the ωB97M-V functional and the def2-TZVPD basis) of 2 unconnected molecules or ions with the total composition C4H10O3.

Output
Orbital gap   11.70 eV
Multiplicity   1
SMILES   CC(=O)OO.CC
LUMO   0.871 eV

Last column: Mulliken charge in e.
Cartesian coordinates (Å):
C  -0.99129  -1.10852  -1.03055  -0.735
C  -2.08238  -0.06566  -1.22294  -0.862
O  1.08287  -0.39858  1.77113  -0.161
O  1.64660  -1.68371  1.75943  -0.340
H  2.28321  -1.63721  1.00732  0.372
H  -0.02358  -0.71536  -1.33643  0.187
H  -1.20013  -1.99248  -1.62861  0.374
H  -1.89550  0.80988  -0.60439  0.237
H  -3.05185  -0.47404  -0.94705  0.315
H  -2.12937  0.25263  -2.26216  0.271
C  0.93059  1.74915  0.89538  -0.927
C  1.58031  0.40422  0.82342  0.818
O  2.42990  0.03645  0.05305  -0.640
H  -0.93124  -1.41110  0.01244  0.234
H  0.50764  1.99077  -0.07696  0.236
H  0.15754  1.74817  1.65712  0.305
H  1.68666  2.49540  1.12981  0.316



Number 1: E -8402.4789 eV. Number 2: E -19239.8162 eV. Number 3: E -19229.2658 eV. Number 4: E -30067.9227 eV. Number 5: E -26291.0919 eV. Number 6: E -10450.3752 eV.